This record from the OMol25 dataset describes 2 unconnected molecules or ions with the total composition C3H9S2. The level of theory is ωB97M-V/def2-TZVPD.

Atoms and positions in Å:
C: -1.092 1.550 -3.311
S: -0.316 2.209 -1.820
H: -0.997 2.295 -4.033
H: -2.166 1.253 -3.236
H: -0.732 0.475 -3.654
C: 0.963 -1.800 2.466
C: 0.568 -0.421 1.848
S: -0.282 -0.715 0.249
H: -0.043 -2.271 2.726
H: 1.542 -2.454 1.804
H: 1.430 -1.692 3.538
H: 1.475 0.062 1.562
H: 0.153 0.137 2.762
H: -0.504 1.373 -0.901

HOMO level (eV): -2.6
LUMO level (eV): 3.56
Charge: -1
Largest force on an atom (hartree/bohr): 0.0894
Multiplicity: 1
Frontier orbital gap (eV): 6.12

How is the electron density shared among the atoms? According to Löwdin, the charges in e are: -0.532, 0.587, -0.033, 0.025, 0.068, -0.290, -0.826, 0.167, 0.048, 0.032, 0.063, -0.009, 0.062, -0.363